Entry 1:
C42H53BrN5O4 | ωB97M-V with the def2-TZVPD basis set

Positions of all 105 atoms, in Å:
C (1.47157, 4.15183, 3.42333)
C (0.39139, 4.21336, 2.92711)
C (-0.87522, 4.21387, 2.22057)
N (-0.95296, 2.99947, 1.39755)
C (-1.22169, 3.06814, 0.15436)
C (-1.20828, 1.74985, -0.60048)
C (-2.48564, 1.90311, -1.47880)
C (-2.74474, 0.95079, -2.67879)
C (-1.88208, -0.30566, -2.78622)
C (-2.73811, 1.64573, -4.05835)
C (0.16110, 1.84800, -1.33506)
Br (0.11137, 3.17589, -2.78334)
C (1.42623, 2.12575, -0.50465)
C (2.29896, 0.88198, -0.23974)
C (-1.32487, 0.78537, 0.66059)
C (-0.59590, -0.58163, 0.37171)
C (0.01263, -1.31885, 1.56088)
C (0.30153, -2.78803, 1.13359)
C (1.42925, -3.44644, 1.93982)
O (2.31644, -4.20436, 1.10121)
C (3.35834, -3.46590, 0.59428)
C (3.15505, -2.74640, -0.69942)
O (4.41297, -3.43393, 1.16838)
C (-2.77637, 0.29306, 0.89604)
C (-3.74083, 1.27213, 1.48684)
O (-3.72562, 2.46834, 1.34233)
O (-4.72414, 0.65670, 2.19419)
C (-0.72752, 1.61301, 1.83048)
C (-1.07371, 1.38212, 3.29003)
C (-2.17738, 1.95493, 3.92096)
C (-2.37484, 1.71303, 5.26850)
N (-1.59282, 0.96915, 6.04704)
C (-0.51525, 0.45160, 5.45037)
C (-0.24674, 0.64472, 4.10961)
H (2.46951, 4.02913, 3.76473)
H (-0.88877, 5.07431, 1.55922)
H (-1.70218, 4.28728, 2.91331)
H (-1.41103, 4.01404, -0.33022)
H (-3.36757, 1.88771, -0.85454)
H (-2.47334, 2.91620, -1.86948)
H (-3.76718, 0.59066, -2.58155)
H (-0.90731, -0.12088, -3.22818)
H (-1.81147, -0.86878, -1.86100)
H (-2.37786, -0.97133, -3.49006)
H (-3.12021, 2.65975, -3.99337)
H (-1.74800, 1.60958, -4.49472)
H (-3.40599, 1.07750, -4.69866)
H (0.32602, 0.91104, -1.84879)
H (2.06295, 2.78952, -1.07327)
H (1.27273, 2.62666, 0.44809)
H (3.30366, 1.25176, -0.07538)
H (2.28140, 0.26079, -1.12925)
H (2.01010, 0.35119, 0.65855)
H (-1.32761, -1.26650, -0.03751)
H (0.17345, -0.48047, -0.38949)
H (0.95880, -0.90764, 1.89481)
H (-0.73170, -1.36928, 2.35087)
H (-0.62632, -3.34247, 1.24695)
H (0.53016, -2.77191, 0.07356)
H (0.98136, -4.18940, 2.58724)
H (1.99688, -2.73342, 2.53530)
H (2.35681, -2.01877, -0.57652)
H (2.82441, -3.42314, -1.48644)
H (4.06470, -2.24500, -0.99112)
H (-3.16781, -0.08368, -0.04540)
H (-2.71948, -0.56397, 1.56041)
H (-4.77058, 1.02428, 3.08734)
H (0.33731, 1.37872, 1.79852)
H (-2.86514, 2.58030, 3.37923)
H (-3.24688, 2.15607, 5.73690)
H (0.16176, -0.14310, 6.04491)
H (0.65351, 0.21399, 3.70378)
N (2.91346, -3.99625, -4.17948)
C (4.09097, -3.43009, -4.44139)
C (4.48625, -3.02380, -5.70636)
C (3.61067, -3.21792, -6.76193)
C (2.38229, -3.80639, -6.50981)
C (2.08397, -4.17411, -5.20685)
H (4.74886, -3.30059, -3.58822)
H (5.45536, -2.56937, -5.85857)
H (3.88197, -2.91692, -7.76550)
H (1.67029, -3.97894, -7.30484)
H (1.13340, -4.63761, -4.96627)
N (-5.56345, -3.35858, -0.95432)
C (-6.15123, -3.04969, -2.10819)
C (-6.65959, -1.79158, -2.40126)
C (-6.55340, -0.80005, -1.44006)
C (-5.94701, -1.10533, -0.23036)
C (-5.47131, -2.39429, -0.04165)
H (-6.21606, -3.85542, -2.83072)
H (-7.12613, -1.59808, -3.35724)
H (-6.93815, 0.19455, -1.62885)
H (-5.84494, -0.36384, 0.54844)
H (-4.98867, -2.67554, 0.88954)
N (4.60860, 1.23793, 2.54617)
C (5.56751, 0.47015, 3.06238)
C (6.90537, 0.83294, 3.10663)
C (7.27237, 2.06053, 2.58396)
C (6.29088, 2.87366, 2.03941)
C (4.98383, 2.41763, 2.04663)
H (5.24078, -0.48464, 3.45861)
H (7.63813, 0.16726, 3.54017)
H (8.30625, 2.37949, 2.59855)
H (6.53373, 3.83927, 1.61766)
H (4.18382, 3.02409, 1.63002)

Forces on the atoms, in the same order (eV/Å):
0.5 -0.2 0.0
-0.2 0.0 0.0
0.6 0.1 0.3
-0.4 0.5 -0.8
0.0 -0.5 -0.1
-0.9 2.4 1.4
0.3 -0.6 -0.9
0.1 -0.1 -0.4
-0.5 -0.2 -0.2
-0.2 -0.4 0.6
0.2 -0.6 0.0
-0.2 0.0 0.1
0.6 -0.4 0.2
-0.3 0.9 -0.1
-0.2 -1.6 -1.1
0.5 0.5 0.6
-0.3 -1.1 -0.6
-0.1 1.0 0.3
-0.5 -0.6 -0.6
-0.1 0.4 -0.2
1.1 -0.1 0.3
-0.6 -0.2 -0.2
-0.4 0.0 0.1
0.6 0.5 0.2
-0.8 0.2 -0.1
0.2 -0.1 0.1
0.6 -0.4 0.3
0.7 -0.8 0.6
-0.9 0.3 0.1
0.3 -0.3 -0.2
-0.4 0.1 0.4
0.3 0.0 -0.3
-0.6 0.3 0.0
0.8 -0.3 -0.4
0.1 0.1 0.3
-0.2 0.0 -0.2
-0.3 -0.1 0.0
0.1 0.2 0.0
0.1 0.0 0.3
0.1 0.1 -0.1
-0.2 0.0 0.4
0.3 0.1 0.2
0.2 0.1 0.0
0.0 -0.1 -0.1
0.1 0.2 -0.1
0.2 0.3 -0.1
0.0 0.0 -0.3
-0.1 0.0 -0.3
-0.1 0.2 -0.2
-0.3 0.2 -0.1
0.3 -0.2 0.0
0.2 -0.4 0.1
0.0 -0.3 0.0
-0.2 0.0 -0.2
0.0 0.1 0.0
-0.1 0.4 0.2
0.2 0.3 0.5
0.0 -0.2 -0.1
0.2 -0.3 -0.2
0.1 0.0 0.4
0.1 0.1 0.1
-0.1 0.2 0.0
0.0 -0.1 -0.1
0.2 0.1 0.0
-0.2 -0.1 -0.1
-0.1 -0.1 0.2
-0.4 0.3 -0.1
0.2 0.5 -0.1
-0.1 0.1 0.1
0.0 0.0 0.2
0.0 0.0 0.2
0.2 -0.1 0.0
0.0 0.1 0.0
0.0 0.0 0.1
0.0 0.0 0.0
0.0 0.0 -0.1
0.0 0.0 0.0
-0.1 -0.1 0.1
0.0 0.0 0.0
0.0 0.0 0.0
0.0 0.0 0.0
0.0 0.0 0.0
0.0 0.0 -0.1
0.0 0.1 0.0
0.0 -0.1 0.0
0.0 0.0 0.0
0.0 0.0 0.0
0.0 0.1 -0.1
0.1 -0.1 0.0
0.0 0.0 0.0
0.0 0.0 0.0
0.0 0.0 0.0
-0.1 -0.1 0.0
0.0 0.0 0.0
0.0 0.1 0.0
-0.1 -0.1 0.0
0.0 0.0 0.0
0.1 0.0 0.0
0.0 0.0 0.0
-0.1 -0.1 0.0
0.1 0.0 0.0
0.0 0.0 0.0
0.0 0.0 0.0
0.0 0.0 0.0
0.1 0.1 0.0

Computed properties:
DFT total energy in eV: -130087.406
Total charge: +1

Entry 2:
C42H53GeN3O2P3ReS | ωB97M-V with the def2-TZVPD basis set

Positions of all 106 atoms, in Å:
Re (-0.02754, 0.08883, 0.04709)
C (-0.55118, 3.22565, 1.93002)
P (-1.32372, 1.66168, 1.44596)
C (-2.97983, 2.11760, 0.84591)
C (-1.67396, 0.83663, 3.03456)
C (-2.10720, -0.59834, 2.75525)
P (-0.76225, -1.48094, 1.87356)
C (-1.57933, -3.04873, 1.43548)
C (0.28396, -1.98735, 3.26835)
H (-1.18865, 3.71262, 2.66923)
H (-0.43456, 3.87514, 1.06818)
H (0.42920, 3.01650, 2.35646)
H (-3.56025, 2.50583, 1.68329)
H (-3.49570, 1.25500, 0.42389)
H (-2.90609, 2.89294, 0.08479)
H (-2.44554, 1.39330, 3.56890)
H (-0.76177, 0.86353, 3.63652)
H (-3.00075, -0.61274, 2.12444)
H (-2.34032, -1.13152, 3.67863)
H (-2.19984, -3.34986, 2.27981)
H (-0.83655, -3.82667, 1.25885)
H (-2.20922, -2.94098, 0.55354)
H (-0.33072, -2.59551, 3.93156)
H (0.65519, -1.11375, 3.80274)
H (1.13348, -2.56743, 2.91320)
N (-1.99668, 1.30640, -3.54749)
C (-2.13428, 2.71265, -3.70276)
C (-2.86470, 3.21642, -4.76431)
C (-3.01216, 4.58813, -4.91930)
C (-2.44840, 5.45676, -4.00040)
C (-1.71296, 4.95465, -2.93191)
C (-1.54693, 3.58895, -2.80343)
S (-0.48235, 2.97952, -1.51664)
N (-0.76639, 1.29027, -1.55492)
C (-1.40200, 0.68755, -2.53750)
C (-1.34498, -0.77933, -2.49883)
C (-1.83227, -1.62017, -3.48409)
C (-1.56870, -2.98039, -3.41082)
C (-0.77517, -3.44930, -2.37403)
C (-0.34862, -2.56060, -1.40903)
N (-0.66199, -1.25401, -1.43656)
H (-2.46924, 0.74907, -4.24226)
H (-3.30528, 2.53874, -5.48678)
H (-3.56211, 4.97242, -5.76644)
H (-2.55570, 6.52536, -4.12096)
H (-1.24857, 5.62075, -2.21519)
H (-2.40667, -1.23285, -4.31361)
H (-1.95827, -3.65556, -4.16066)
H (-0.49125, -4.49044, -2.31219)
H (0.27715, -2.88005, -0.58608)
O (1.61614, -1.16427, 0.76738)
C (2.06707, -0.25623, 1.54886)
O (1.36115, 0.76908, 1.63559)
C (3.37567, -0.38945, 2.27507)
C (3.23490, -0.32964, 3.79749)
Ge (5.01067, -0.16967, 4.70350)
C (4.66949, 0.21137, 6.58735)
C (5.74053, 0.48222, 7.43772)
C (5.52503, 0.66279, 8.79622)
C (4.23584, 0.61276, 9.30895)
C (3.16274, 0.35017, 8.47012)
C (3.37816, 0.16727, 7.11070)
C (5.90679, 1.41985, 3.93953)
C (5.19515, 2.62011, 3.98249)
C (5.71818, 3.75347, 3.37155)
C (6.96033, 3.69504, 2.75252)
C (7.67326, 2.50566, 2.72253)
C (7.15532, 1.36511, 3.33026)
C (6.14078, -1.73471, 4.36722)
C (6.55835, -2.06875, 3.07934)
C (7.27065, -3.24082, 2.86052)
C (7.59602, -4.06175, 3.93193)
C (7.19682, -3.72503, 5.21655)
C (6.47916, -2.55590, 5.44123)
H (4.01756, 0.43635, 1.94909)
H (3.82607, -1.33270, 1.96191)
H (2.74649, -1.22822, 4.17769)
H (2.63245, 0.53796, 4.08038)
H (6.74631, 0.54111, 7.03656)
H (6.36219, 0.85180, 9.45478)
H (4.06208, 0.80086, 10.35986)
H (2.15916, 0.29256, 8.87136)
H (2.53682, -0.03015, 6.45416)
H (4.23752, 2.67304, 4.49127)
H (5.15992, 4.68109, 3.39815)
H (7.38362, 4.58877, 2.31296)
H (8.64078, 2.45975, 2.23981)
H (7.72822, 0.44613, 3.32584)
H (6.33142, -1.41676, 2.24144)
H (7.57875, -3.50532, 1.85717)
H (8.17697, -4.95919, 3.76562)
H (7.44891, -4.36203, 6.05404)
H (6.17524, -2.29597, 6.44804)
C (3.07043, -1.35440, -1.65820)
P (2.05216, 0.12836, -1.39471)
C (3.21311, 1.42690, -0.87640)
C (1.74314, 0.62283, -3.12425)
H (3.93710, -1.05929, -2.24987)
H (2.49718, -2.10228, -2.20736)
H (3.39037, -1.78043, -0.71400)
H (3.97801, 1.53313, -1.64584)
H (3.69037, 1.17226, 0.06631)
H (2.68102, 2.37057, -0.75838)
H (2.70076, 0.64390, -3.64465)
H (1.30271, 1.61699, -3.18203)
H (1.09570, -0.09550, -3.62948)

Forces on the atoms, in the same order (eV/Å):
2.0 -1.6 0.5
0.3 -0.2 -0.2
-0.7 0.4 0.3
0.1 -0.1 -0.2
0.2 -0.3 -0.1
0.0 0.1 0.0
-1.7 0.4 0.5
0.3 0.1 -0.3
0.4 0.3 -0.5
0.0 -0.1 0.0
0.0 0.0 0.0
0.0 0.1 0.1
0.0 0.0 0.0
0.0 0.0 0.0
0.0 0.0 0.0
0.0 0.1 0.0
0.0 0.0 0.0
0.0 -0.1 0.1
0.0 0.0 0.0
0.0 0.0 0.0
-0.1 -0.1 0.0
0.0 0.0 0.0
0.0 0.0 0.0
0.0 0.0 0.1
0.0 -0.1 0.1
0.1 -0.1 -0.1
0.0 0.5 -0.1
0.0 -0.2 0.0
0.0 0.0 0.0
0.0 0.0 0.0
0.0 -0.1 0.0
0.0 -0.3 0.1
0.2 0.3 -0.2
-0.4 -0.3 0.8
0.0 0.4 0.0
-0.1 -0.3 -0.1
0.0 0.1 0.0
0.0 0.0 0.0
0.0 0.0 -0.1
0.0 0.0 0.1
-0.1 -0.2 -0.2
0.0 0.0 0.0
-0.1 0.0 0.0
0.0 0.0 0.0
0.0 0.0 0.0
0.0 0.1 0.0
0.0 0.0 0.0
0.0 0.0 0.0
0.0 0.0 0.0
-0.1 0.0 0.0
-0.6 -0.3 -0.3
1.5 -0.2 1.0
-0.9 1.0 -0.6
-0.3 -0.3 -0.2
0.1 0.0 0.1
0.9 0.7 0.2
-0.1 -0.3 -0.4
-0.1 -0.2 0.0
0.0 0.1 0.0
0.0 0.0 0.0
-0.1 0.1 -0.1
0.2 -0.2 0.1
-0.7 -0.7 0.2
0.3 0.1 -0.4
-0.1 0.0 0.2
0.0 0.1 -0.1
0.1 -0.1 0.1
-0.1 0.3 -0.2
-0.6 0.4 0.3
-0.1 -0.2 0.1
0.0 0.1 0.0
0.0 -0.1 0.0
0.1 0.1 0.1
0.0 -0.2 -0.3
0.0 0.0 0.0
0.1 0.0 0.0
0.1 0.0 0.0
0.1 0.0 0.1
0.0 0.0 0.1
0.0 0.0 0.0
0.0 -0.1 0.0
0.0 0.1 0.0
-0.1 -0.1 0.1
0.0 0.0 0.0
0.1 0.1 0.0
0.0 0.0 -0.1
0.0 0.1 0.0
0.0 0.0 0.0
0.0 0.0 0.0
0.1 0.0 0.0
0.0 0.0 0.0
0.1 0.0 0.0
0.0 0.0 0.0
-0.4 -0.1 0.3
0.4 1.2 -1.5
-0.1 -0.2 0.3
-0.2 -0.1 0.1
0.0 0.0 0.0
0.1 0.0 0.0
0.1 -0.1 0.0
0.0 0.0 0.0
0.1 0.1 0.0
0.0 0.0 0.0
0.0 0.0 0.0
0.0 0.0 0.0
0.0 0.0 0.0

Computed properties:
Multiplicity: 2
DFT total energy in eV: -150306.386
Expectation value of S²: 0.76
Total charge: +3